[1]
DFT (ωB97M-V with the def2-TZVPD basis set) results for a cluster of 7 separate species, CH16NO6 in total.

Results
* maximum force: 1.42 eV/Å
* LUMO energy: -0.13642 Ha
* E: -553.65279 Ha
* total charge: +1
* Kohn-Sham gap: 11.192 eV
* E_HOMO: -14.904 eV
* ΔE to the lowest compared entry with this formula, charge and spin: 0.808 eV

Element x y z (Å)
C  -1.18  1.89  0.11
N  0.09  1.96  0.05
H  -1.75  1.55  0.96
H  -1.82  2.20  -0.70
H  0.61  2.16  -0.79
H  0.61  1.47  0.77
H  -2.78  -0.82  1.38
H  -2.36  -0.34  -0.08
O  -2.06  -0.46  0.85
H  0.82  -1.00  -1.53
H  0.27  -1.98  -2.67
O  0.05  -1.52  -1.85
H  2.64  0.64  2.56
H  1.81  -0.71  2.19
O  2.48  -0.03  1.89
H  -2.32  0.34  -2.51
H  -1.15  -0.43  -1.66
O  -1.82  0.31  -1.69
H  0.82  -2.41  1.00
H  -0.42  -1.64  1.54
O  0.55  -1.70  1.58
H  2.24  0.20  0.33
H  2.73  0.05  -1.11
O  1.92  0.27  -0.64

=====

[2]
DFT (ωB97M-V with the def2-TZVPD basis set) results for the molecule C15H21NO4.

Results
* maximum force: 0.62 eV/Å
* LUMO energy: 0.03085 Ha
* E: -939.93628 Ha
* Kohn-Sham gap: 9.457 eV
* E_HOMO: -8.618 eV
* ΔE to the lowest compared entry with this formula, charge and spin: 0.416 eV

Element x y z (Å)
C  2.86  2.51  -1.85
C  2.62  2.02  -0.43
C  3.47  0.79  -0.10
C  3.10  0.22  1.27
O  1.75  -0.19  1.33
C  1.33  -1.23  0.58
C  2.14  -2.27  0.12
C  1.58  -3.34  -0.56
C  0.22  -3.39  -0.80
C  -0.60  -2.36  -0.36
C  -0.05  -1.28  0.32
C  -0.90  -0.12  0.71
O  -0.69  1.02  0.35
N  -1.97  -0.46  1.47
C  -2.92  0.52  1.95
C  -4.15  0.65  1.04
C  -3.76  1.12  -0.36
C  -3.19  -0.02  -1.19
O  -3.70  -1.11  -1.22
O  -2.11  0.25  -1.92
H  3.91  2.76  -2.00
H  2.26  3.39  -2.06
H  2.60  1.73  -2.57
H  2.86  2.82  0.28
H  1.57  1.76  -0.30
H  3.31  0.03  -0.86
H  4.53  1.05  -0.10
H  3.19  0.99  2.03
H  3.78  -0.61  1.54
H  3.20  -2.26  0.30
H  2.22  -4.13  -0.91
H  -0.21  -4.22  -1.34
H  -1.65  -2.38  -0.58
H  -2.16  -1.43  1.65
H  -2.40  1.48  1.98
H  -3.23  0.24  2.96
H  -4.84  1.36  1.49
H  -4.65  -0.32  0.95
H  -3.05  1.94  -0.30
H  -4.65  1.46  -0.89
H  -1.63  1.03  -1.60

=====

[3]
DFT (ωB97M-V with the def2-TZVPD basis set) results for a structure of composition C45H35ClIrO4P2S3.

Results
* maximum force: 2.14 eV/Å
* LUMO energy: -0.09983 Ha
* E: -4478.46246 Ha
* total charge: +1
* Kohn-Sham gap: 7.922 eV
* E_HOMO: -10.639 eV
* ΔE to the lowest compared entry with this formula, charge and spin: 2.119 eV

Element x y z (Å)
Ir  -0.48  0.09  -0.44
O  -1.63  1.09  2.90
S  -0.79  0.23  2.08
C  0.92  0.27  2.73
C  1.08  0.34  4.11
C  2.36  0.18  4.63
C  3.45  -0.02  3.79
C  3.29  0.00  2.42
C  2.01  0.18  1.88
P  1.68  0.61  0.17
C  2.95  -0.24  -0.80
C  3.82  0.43  -1.66
C  4.76  -0.29  -2.39
C  4.84  -1.67  -2.27
C  3.97  -2.34  -1.41
C  3.02  -1.63  -0.69
C  2.10  2.37  0.03
C  2.74  3.06  1.05
C  3.04  4.41  0.89
C  2.69  5.07  -0.28
C  2.05  4.38  -1.30
C  1.76  3.03  -1.15
C  -1.01  -1.48  2.65
C  -1.26  -1.71  4.00
C  -1.33  -3.02  4.45
C  -1.18  -4.08  3.57
C  -1.01  -3.84  2.21
C  -0.93  -2.53  1.75
P  -1.13  -2.07  0.02
C  -2.96  -2.22  0.06
C  -3.52  -3.49  -0.06
C  -4.89  -3.66  0.03
C  -5.71  -2.57  0.27
C  -5.16  -1.31  0.43
C  -3.79  -1.13  0.33
C  -0.49  -3.40  -1.03
C  -1.11  -3.74  -2.23
C  -0.52  -4.67  -3.07
C  0.69  -5.26  -2.73
C  1.31  -4.92  -1.53
C  0.73  -3.99  -0.69
H  0.24  0.51  4.76
H  2.50  0.22  5.70
H  4.43  -0.16  4.21
H  4.15  -0.07  1.76
H  3.77  1.50  -1.76
H  5.43  0.24  -3.06
H  5.58  -2.22  -2.83
H  4.03  -3.42  -1.31
H  2.34  -2.15  -0.04
H  2.99  2.58  1.99
H  3.53  4.94  1.69
H  2.91  6.12  -0.39
H  1.77  4.89  -2.21
H  1.24  2.51  -1.94
H  -1.42  -0.88  4.67
H  -1.51  -3.21  5.50
H  -1.24  -5.10  3.93
H  -0.97  -4.67  1.51
H  -2.89  -4.35  -0.25
H  -5.32  -4.65  -0.09
H  -6.79  -2.70  0.34
H  -5.79  -0.45  0.64
H  -3.38  -0.13  0.46
H  -2.05  -3.29  -2.52
H  -1.01  -4.94  -4.00
H  1.14  -6.00  -3.38
H  2.25  -5.38  -1.26
H  1.22  -3.72  0.24
C  -0.47  0.42  -5.45
O  -1.48  0.21  -4.45
C  -1.14  0.05  -3.20
S  0.44  0.01  -2.56
S  -2.31  -0.19  -1.99
H  -0.77  -0.17  -6.31
H  0.51  0.09  -5.10
H  -0.45  1.48  -5.70
Cl  -3.53  8.32  -0.46
C  -2.77  6.77  -0.26
C  -2.72  5.89  -1.33
C  -2.13  4.66  -1.15
C  -1.58  4.31  0.08
C  -1.63  5.21  1.14
C  -2.23  6.45  0.98
C  -0.96  2.97  0.32
O  -0.39  2.73  1.39
O  -1.11  2.11  -0.65
H  -3.15  6.18  -2.28
H  -2.09  3.95  -1.97
H  -1.20  4.92  2.09
H  -2.27  7.16  1.79

=====

[4]
DFT (ωB97M-V with the def2-TZVPD basis set) results for a structure of composition C69H74BrF10IN2O2P.

Results
* maximum force: 0.78 eV/Å
* LUMO energy: -0.10832 Ha
* E: -7145.10224 Ha
* total charge: +1
* Kohn-Sham gap: 7.507 eV
* E_HOMO: -10.454 eV
* ΔE to the lowest compared entry with this formula, charge and spin: 0.000 eV

Element x y z (Å)
C  -2.95  -0.46  -2.72
C  -2.11  0.20  -3.83
C  -1.81  1.69  -3.62
C  -1.66  2.37  -4.98
C  -0.57  2.02  -2.70
C  0.72  1.78  -3.55
C  2.04  1.38  -2.89
F  3.07  1.95  -3.62
C  -0.43  1.09  -1.51
C  0.04  -0.31  -1.53
N  -0.71  1.67  -0.40
N  -0.57  0.95  0.80
C  -1.41  2.99  -0.57
O  -2.74  2.60  -0.87
P  -1.42  4.25  0.99
C  -3.21  4.63  0.98
O  -1.31  3.23  2.28
C  -0.75  3.45  -1.94
I  -2.20  4.89  -2.69
C  0.62  4.19  -1.85
Br  1.04  5.14  -3.52
C  0.89  5.15  -0.70
C  2.28  5.80  -0.75
H  -2.62  -1.47  -2.49
H  -2.93  0.13  -1.80
H  -4.00  -0.53  -3.02
H  -1.19  -0.37  -4.00
H  -2.65  0.13  -4.78
H  -2.67  2.10  -3.09
H  -1.08  3.29  -4.96
H  -1.19  1.71  -5.71
H  -2.65  2.62  -5.37
H  0.91  2.69  -4.11
H  0.47  1.03  -4.30
H  2.21  0.30  -2.90
H  2.15  1.72  -1.86
H  0.94  -0.41  -0.93
H  -0.72  -0.94  -1.05
H  0.23  -0.66  -2.54
H  -1.47  0.99  1.27
H  0.10  1.41  1.40
H  -3.09  2.02  -0.17
H  -3.60  4.71  -0.03
H  -3.79  3.87  1.52
H  -3.34  5.59  1.48
H  -2.15  2.86  2.61
H  1.41  3.44  -1.82
H  0.82  4.58  0.23
H  0.11  5.91  -0.65
H  2.28  6.71  -1.34
H  3.02  5.12  -1.17
H  2.61  6.06  0.26
F  7.97  5.77  -3.14
C  7.03  5.49  -4.07
C  7.38  5.55  -5.40
C  6.40  5.26  -6.34
C  5.11  4.92  -5.95
C  4.80  4.87  -4.59
C  5.76  5.16  -3.64
H  8.38  5.82  -5.68
H  6.65  5.29  -7.40
H  4.36  4.69  -6.69
H  3.80  4.61  -4.28
H  5.54  5.13  -2.58
F  -1.68  -0.77  2.66
C  -0.98  -1.87  3.05
C  -1.65  -3.06  3.24
C  -0.92  -4.17  3.62
C  0.46  -4.08  3.79
C  1.10  -2.87  3.58
C  0.38  -1.74  3.22
H  -2.72  -3.11  3.12
H  -1.42  -5.11  3.78
H  1.03  -4.95  4.08
H  2.17  -2.80  3.73
H  0.86  -0.79  3.06
F  3.80  -4.45  4.16
C  5.01  -4.05  3.70
C  5.99  -5.01  3.50
C  7.21  -4.59  2.99
C  7.44  -3.25  2.71
C  6.44  -2.31  2.94
C  5.20  -2.71  3.43
H  5.78  -6.04  3.72
H  7.98  -5.32  2.79
H  8.39  -2.94  2.30
H  6.61  -1.27  2.72
H  4.41  -2.00  3.61
F  -5.82  6.02  0.26
C  -6.91  5.24  0.44
C  -7.77  5.52  1.49
C  -8.87  4.69  1.66
C  -9.10  3.63  0.80
C  -8.22  3.38  -0.25
C  -7.10  4.19  -0.43
H  -7.57  6.35  2.14
H  -9.56  4.89  2.47
H  -9.96  2.99  0.93
H  -8.40  2.56  -0.93
H  -6.41  4.04  -1.25
F  -3.57  0.67  1.14
C  -4.68  -0.15  1.13
C  -4.50  -1.48  1.44
C  -5.62  -2.29  1.41
C  -6.87  -1.77  1.08
C  -6.99  -0.42  0.78
C  -5.89  0.42  0.80
H  -3.52  -1.84  1.70
H  -5.53  -3.34  1.66
H  -7.73  -2.42  1.07
H  -7.96  -0.01  0.52
H  -5.96  1.47  0.58
F  -8.69  -4.49  1.29
C  -9.03  -4.95  0.06
C  -10.01  -5.91  -0.03
C  -10.34  -6.39  -1.29
C  -9.69  -5.90  -2.42
C  -8.71  -4.93  -2.29
C  -8.37  -4.44  -1.04
H  -10.49  -6.28  0.86
H  -11.11  -7.15  -1.39
H  -9.96  -6.28  -3.40
H  -8.21  -4.55  -3.17
H  -7.60  -3.68  -0.92
F  7.05  -2.54  -0.22
C  5.77  -2.79  -0.56
C  5.31  -2.34  -1.78
C  3.98  -2.60  -2.12
C  3.16  -3.31  -1.25
C  3.66  -3.75  -0.03
C  4.98  -3.50  0.33
H  5.97  -1.79  -2.44
H  3.60  -2.27  -3.07
H  2.14  -3.52  -1.52
H  3.03  -4.31  0.65
H  5.40  -3.84  1.26
F  -0.49  2.20  9.36
C  -0.81  1.72  8.15
C  -1.76  0.72  8.06
C  -2.09  0.24  6.80
C  -1.48  0.75  5.67
C  -0.53  1.76  5.79
C  -0.19  2.26  7.04
H  -2.22  0.34  8.96
H  -2.83  -0.55  6.71
H  -1.74  0.37  4.69
H  -0.05  2.17  4.91
H  0.55  3.04  7.17
F  8.41  -6.06  0.49
C  9.52  -5.71  -0.19
C  10.38  -6.71  -0.61
C  11.51  -6.34  -1.33
C  11.75  -5.01  -1.63
C  10.86  -4.03  -1.20
C  9.73  -4.37  -0.46
H  10.17  -7.74  -0.37
H  12.19  -7.10  -1.67
H  12.62  -4.73  -2.20
H  11.05  -2.99  -1.42
H  9.03  -3.64  -0.11

=====

[5]
DFT (ωB97M-V with the def2-TZVPD basis set) results for a cluster of 2 separate species, C2H5NO2 in total.

Results
* maximum force: 2.42 eV/Å
* LUMO energy (spin up / spin down): 0.00025 / 0.01545 Ha
* E: -284.17973 Ha
* Kohn-Sham gap (spin up / spin down): 8.717 / 8.983 eV
* E_HOMO (spin up / spin down): -8.711 / -8.563 eV
* ΔE to the lowest compared entry with this formula, charge and spin: 7.827 eV

Element x y z (Å)
C  -1.27  -0.16  0.14
C  1.55  0.43  -0.40
N  -1.87  1.08  0.01
O  -2.08  0.00  -0.97
O  -1.50  -1.17  1.01
H  1.56  0.63  0.67
H  1.33  1.06  -1.20
H  2.13  -0.31  -0.85
H  -2.63  1.21  0.69
H  -1.72  -1.01  1.93

=====

[6]
DFT (ωB97M-V with the def2-TZVPD basis set) results for the molecule C2H4N4S.

Results
* maximum force: 0.79 eV/Å
* LUMO energy: 0.01643 Ha
* E: -695.77415 Ha
* Kohn-Sham gap: 9.531 eV
* E_HOMO: -9.084 eV
* ΔE to the lowest compared entry with this formula, charge and spin: 1.572 eV

Element x y z (Å)
N  1.38  -0.69  1.38
N  0.85  -0.29  0.16
C  1.53  -0.28  -1.03
N  0.73  0.15  -1.98
N  -0.49  0.42  -1.42
C  -0.40  0.15  -0.15
S  -1.64  0.31  1.08
H  0.83  -1.46  1.73
H  1.33  0.08  2.05
H  2.55  -0.61  -1.12
H  -2.56  0.74  0.19

=====

[7]
DFT (ωB97M-V with the def2-TZVPD basis set) results for a cluster of 7 separate species, C12H23BrN8OP in total.

Results
* maximum force: 0.76 eV/Å
* LUMO energy: -0.14966 Ha
* E: -3899.43623 Ha
* total charge: +1
* Kohn-Sham gap: 8.814 eV
* E_HOMO: -12.887 eV
* ΔE to the lowest compared entry with this formula, charge and spin: 0.000 eV

Element x y z (Å)
N  -4.09  4.14  -2.99
P  -4.13  2.73  -3.79
O  -3.77  3.18  -5.31
N  -2.25  2.03  -3.66
Br  -1.73  2.15  -1.87
H  -3.99  4.17  -1.97
H  -3.63  4.93  -3.43
H  -4.50  3.54  -5.81
H  -2.24  1.05  -3.95
H  -1.57  2.53  -4.24
C  -3.70  2.02  1.63
C  -3.75  3.15  0.71
N  -3.73  3.98  -0.08
H  -3.14  2.28  2.52
H  -4.70  1.71  1.92
H  -3.19  1.19  1.14
C  1.13  -0.28  0.10
C  -0.01  0.15  0.90
N  -0.90  0.46  1.56
H  0.84  -1.06  -0.61
H  1.55  0.56  -0.44
H  1.91  -0.69  0.74
C  5.49  0.31  -1.79
C  4.83  -0.29  -0.63
N  4.34  -0.76  0.29
H  6.36  -0.29  -2.05
H  4.81  0.34  -2.64
H  5.82  1.32  -1.54
C  -2.66  2.59  6.26
C  -3.90  2.58  5.50
N  -4.89  2.56  4.92
H  -1.97  1.84  5.86
H  -2.19  3.57  6.20
H  -2.86  2.36  7.31
C  2.68  -3.63  2.62
C  2.26  -3.59  1.23
N  1.94  -3.57  0.13
H  3.48  -2.91  2.78
H  1.84  -3.37  3.27
H  3.03  -4.62  2.88
C  3.12  -5.98  -2.22
C  4.03  -7.11  -2.40
N  4.74  -8.00  -2.53
H  3.53  -5.28  -1.50
H  2.97  -5.47  -3.17
H  2.16  -6.33  -1.85

=====

[8]
DFT (ωB97M-V with the def2-TZVPD basis set) results for a cluster of 2 separate species, C3H7INOS in total.

Results
* maximum force: 4.15 eV/Å
* LUMO energy: -0.20014 Ha
* E: -944.00539 Ha
* total charge: +1
* Kohn-Sham gap: 6.698 eV
* E_HOMO: -12.144 eV
* ΔE to the lowest compared entry with this formula, charge and spin: 1.577 eV

Element x y z (Å)
C  -2.63  1.25  0.39
C  1.94  -0.85  -0.38
C  0.56  -0.62  -0.07
N  0.02  0.48  0.08
O  -3.15  2.36  0.57
S  2.24  -2.43  0.43
I  -3.71  -0.46  0.03
H  2.71  -0.14  -0.12
H  2.24  -1.18  -1.47
H  -0.08  -1.49  -0.11
H  -1.43  1.04  0.29
H  0.45  1.36  -0.02
H  -2.64  3.16  0.34
H  3.50  -2.50  0.05

=====

[9]
DFT (ωB97M-V with the def2-TZVPD basis set) results for a cluster of 2 separate species, C3H6N2O3 in total.

Results
* maximum force: 5.00 eV/Å
* LUMO energy: 0.00826 Ha
* E: -453.09484 Ha
* Kohn-Sham gap: 11.268 eV
* E_HOMO: -11.044 eV
* ΔE to the lowest compared entry with this formula, charge and spin: 2.889 eV

Element x y z (Å)
N  3.17  0.30  0.81
C  2.22  -0.13  0.31
C  0.99  -0.68  -0.32
O  1.20  -0.99  -1.65
C  -0.19  0.34  -0.24
N  -0.49  0.83  1.03
O  -0.44  0.99  -1.27
H  0.71  -1.58  0.25
H  0.92  -0.21  -2.15
H  -0.06  1.72  1.30
H  -0.55  0.21  1.82
O  -2.39  -0.66  -0.07
H  -2.16  -0.03  0.83
H  -2.94  -0.12  -0.65

=====

Q: Among the records above, which one has the lowest E?
A: C69H74BrF10IN2O2P